Record 1
ORCA calculation (ωB97M-V/def2-TZVPD) on an isolated molecule of C5H6FNOS2.

The geometry in ORCA input format:
```
! wB97M-V def2-TZVPD RIJCOSX def2/J DEFGRID3
* xyz 0 1
C -1.947 0.625 -1.378
C -1.261 0.341 -0.060
O -1.283 1.509 0.701
F -1.958 -0.701 0.551
C 0.164 -0.162 -0.235
C 0.858 -0.720 1.246
N 2.127 -0.905 0.996
C 2.732 -0.377 -0.083
S 4.270 -0.582 -0.507
S 1.445 0.568 -1.080
H -1.478 1.359 -2.001
H -2.003 -0.373 -1.909
H -3.131 0.812 -1.272
H -1.294 1.464 1.716
H 0.154 -1.235 1.840
H 2.607 -1.624 1.475
*
```

Frontier orbital gap (spin up / spin down) (eV): 7.005 / 7.131
SMILES: C[C@@](O)(F)c1c[nH]c(=S)s1

Population analysis type Löwdin, resulting atomic charges in e:
1 C -0.019
2 C -0.692
3 O 0.002
4 F 0.016
5 C -0.389
6 C -0.012
7 N -0.096
8 C -1.104
9 S 0.601
10 S 0.986
11 H 0.069
12 H 0.104
13 H 0.142
14 H 0.160
15 H 0.090
16 H 0.139



Record 2
ORCA calculation (ωB97M-V/def2-TZVPD) on a structure of composition C23H44NP3STc.

The geometry in ORCA input format:
```
! wB97M-V def2-TZVPD RIJCOSX def2/J DEFGRID3
* xyz 4 4
Tc -0.040 0.459 0.598
P -0.388 -2.061 1.491
P 0.349 -0.754 -1.389
P -1.464 0.594 2.348
H -1.328 3.208 -1.475
C -0.837 3.201 -0.510
C 0.454 2.770 -0.367
H 1.114 2.770 -1.232
C -2.002 -2.743 0.902
C 0.830 -3.406 1.132
C -0.423 -2.296 3.336
C 0.876 0.329 -2.743
C 1.754 -1.938 -1.543
C -0.942 -1.846 -2.113
C -2.201 2.265 2.405
C -0.736 0.786 4.049
C -3.101 -0.238 2.739
H -1.513 3.575 0.258
H 0.966 2.650 0.581
H -2.112 -3.745 1.341
H -2.002 -2.816 -0.192
H -2.843 -2.111 1.219
H 0.652 -4.204 1.871
H 1.849 -3.004 1.264
H 0.681 -3.791 0.112
H -0.462 -3.381 3.519
H -1.290 -1.812 3.811
H 0.516 -1.896 3.755
H 1.637 -0.235 -3.278
H 1.331 1.259 -2.408
H 0.053 0.535 -3.425
H 1.355 -2.942 -1.671
H 2.476 -1.898 -0.729
H 2.287 -1.672 -2.451
H -0.750 -1.770 -3.184
H -1.963 -1.517 -1.892
H -0.765 -2.870 -1.771
H -2.839 2.360 3.305
H -2.830 2.312 1.511
H -1.458 3.070 2.344
H -1.309 1.573 4.545
H 0.281 1.167 3.943
H -0.725 -0.063 4.728
H -3.729 0.468 3.290
H -3.137 -1.158 3.326
H -3.649 -0.427 1.816
C -1.851 2.350 -3.984
C -2.437 1.681 -2.878
C -3.507 0.774 -3.088
C -3.740 0.241 -4.363
C -2.988 0.744 -5.434
C -2.088 1.765 -5.243
S -0.664 3.646 -4.086
H -0.313 4.138 -2.908
H -2.030 1.760 -1.842
H -4.120 0.446 -2.201
H -4.433 -0.622 -4.467
H -2.973 0.249 -6.392
H -1.430 2.059 -6.053
C 6.231 -0.211 1.721
C 4.756 0.024 1.447
C 3.824 -0.352 2.401
C 2.488 -0.080 2.189
N 2.051 0.478 1.048
C 2.954 0.986 0.172
C 4.312 0.706 0.311
H 6.608 0.558 2.426
H 6.401 -1.189 2.209
H 6.860 -0.178 0.811
H 4.121 -0.936 3.261
H 1.762 -0.358 2.928
H 2.584 1.598 -0.649
H 5.003 0.963 -0.500
*
```

Frontier orbital gap (spin up / spin down) (eV): 6.631 / 6.226
<S²>: 3.7953

Population analysis type Löwdin, resulting atomic charges in e:
1 Tc 0.808
2 P 0.800
3 P 0.756
4 P 0.695
5 H 0.000
6 C 0.008
7 C -0.121
8 H 0.051
9 C -0.201
10 C -0.203
11 C -0.227
12 C -0.222
13 C -0.208
14 C -0.215
15 C -0.279
16 C -0.202
17 C -0.212
18 H 0.074
19 H 0.055
20 H 0.092
21 H 0.017
22 H 0.024
23 H 0.081
24 H 0.056
25 H 0.049
26 H 0.083
27 H 0.022
28 H 0.057
29 H 0.062
30 H 0.018
31 H 0.038
32 H 0.051
33 H 0.046
34 H 0.058
35 H 0.077
36 H 0.042
37 H 0.051
38 H 0.082
39 H 0.047
40 H 0.062
41 H 0.073
42 H 0.049
43 H 0.057
44 H 0.075
45 H 0.066
46 H 0.047
47 C -0.513
48 C -0.082
49 C -0.026
50 C 0.037
51 C 0.007
52 C -0.072
53 S 1.125
54 H -0.097
55 H 0.071
56 H 0.146
57 H 0.160
58 H 0.143
59 H 0.131
60 C 0.006
61 C -0.198
62 C 0.032
63 C -0.115
64 N -0.128
65 C -0.112
66 C 0.047
67 H 0.126
68 H 0.109
69 H 0.107
70 H 0.147
71 H 0.078
72 H 0.083
73 H 0.150



Record 3
ORCA calculation (ωB97M-V/def2-TZVPD) on an isolated molecule of C4H9NO2.

The geometry in ORCA input format:
```
! wB97M-V def2-TZVPD RIJCOSX def2/J DEFGRID3
* xyz 0 1
C 0.268 1.675 -2.303
N 0.757 1.416 -0.946
C -0.001 0.484 -0.219
O -1.229 0.445 -0.123
C 0.825 -0.549 0.496
C -0.067 -1.801 0.929
O -0.623 -1.624 2.261
H -0.557 1.026 -2.364
H 0.130 2.758 -2.541
H 1.181 1.334 -2.886
H 1.369 2.197 -0.614
H 1.348 0.107 1.303
H 1.685 -1.013 0.099
H 0.583 -2.646 0.842
H -0.910 -1.887 0.143
H -1.462 -1.212 2.120
*
```

Frontier orbital gap (eV): 9.996
SMILES: CNC(=O)CCO

Population analysis type Löwdin, resulting atomic charges in e:
1 C -0.090
2 N -0.051
3 C -0.479
4 O 0.063
5 C -0.092
6 C -0.206
7 O -0.071
8 H 0.057
9 H 0.089
10 H 0.095
11 H 0.155
12 H 0.159
13 H 0.082
14 H 0.091
15 H 0.138
16 H 0.059



Record 4
ORCA calculation (ωB97M-V/def2-TZVPD) on a structure of composition C49H42N2O8P2PdS.

The geometry in ORCA input format:
```
! wB97M-V def2-TZVPD RIJCOSX def2/J DEFGRID3
* xyz 0 1
C -3.735 -3.646 1.076
C -4.592 -2.726 0.465
C -4.172 -2.063 -0.688
C -2.904 -2.327 -1.177
O -2.456 -1.475 -2.237
P -2.196 0.107 -1.902
O -1.963 0.815 -3.337
C -1.857 0.181 -4.578
C -2.714 0.681 -5.540
C -2.925 -0.108 -6.666
C -2.209 -1.304 -6.786
C -1.269 -1.727 -5.840
C -1.055 -0.942 -4.706
O -3.683 0.708 -1.536
C -4.236 1.926 -1.993
C -5.620 2.005 -2.094
C -6.177 3.134 -2.707
C -5.344 4.143 -3.191
C -3.958 4.070 -3.032
C -3.400 2.964 -2.381
Pd -0.329 0.456 -0.638
P 0.707 -1.315 0.423
O -0.049 -2.303 1.508
C 0.494 -3.469 2.123
C 0.243 -3.731 3.464
C 0.800 -4.895 4.023
C 1.595 -5.746 3.257
C 1.824 -5.459 1.913
C 1.218 -4.345 1.334
O 1.436 -2.303 -0.674
C 2.819 -2.324 -0.984
C 3.437 -3.563 -1.090
C 4.831 -3.602 -1.136
C 5.556 -2.412 -1.102
C 4.908 -1.173 -1.048
C 3.514 -1.129 -1.044
O 1.994 -0.831 1.294
C 2.161 -0.904 2.690
C 3.321 -1.540 3.092
C 3.464 -1.817 4.451
C 2.475 -1.389 5.335
C 1.358 -0.668 4.910
C 1.198 -0.402 3.549
C -0.457 1.964 0.913
C -1.854 2.212 1.315
C -2.481 1.420 2.294
C -3.725 1.786 2.805
C -4.397 2.901 2.289
C -3.829 3.620 1.232
C -2.567 3.281 0.758
C 0.191 2.554 -0.210
C 1.420 1.980 -0.565
C -2.025 -3.210 -0.570
C -2.457 -3.887 0.575
H -4.062 -4.213 1.945
H -5.590 -2.507 0.859
H -4.776 -1.296 -1.162
H -3.224 1.612 -5.284
H -3.654 0.251 -7.397
H -2.372 -1.904 -7.672
H -0.702 -2.661 -5.933
H -0.322 -1.190 -3.929
H -6.190 1.163 -1.702
H -7.271 3.189 -2.788
H -5.796 5.000 -3.689
H -3.286 4.845 -3.427
H -2.325 2.928 -2.202
H -0.399 -3.032 4.002
H 0.584 -5.098 5.080
H 2.022 -6.632 3.724
H 2.467 -6.066 1.270
H 1.318 -4.185 0.269
H 2.813 -4.458 -1.090
H 5.315 -4.586 -1.180
H 6.641 -2.463 -1.133
H 5.455 -0.224 -0.979
H 2.981 -0.172 -1.046
H 4.017 -1.805 2.295
H 4.339 -2.391 4.757
H 2.592 -1.615 6.388
H 0.574 -0.346 5.603
H 0.343 0.162 3.157
H 0.218 1.500 1.644
H -1.952 0.548 2.679
H -4.159 1.217 3.630
H -5.353 3.216 2.711
H -4.355 4.465 0.782
H -2.092 3.868 -0.028
H -0.289 3.328 -0.798
H 2.057 1.594 0.231
H 1.870 2.133 -1.542
H -1.018 -3.309 -0.990
H -1.785 -4.625 1.035
C 5.600 3.634 1.821
C 4.835 3.749 0.625
O 4.318 2.817 -0.027
N 4.669 5.075 0.129
C 5.214 6.239 0.609
S 4.987 7.746 -0.085
N 5.970 6.020 1.730
C 6.226 4.781 2.410
O 6.943 4.823 3.405
H 5.761 2.662 2.254
H 4.120 5.183 -0.730
H 6.395 6.856 2.133
*
```

Frontier orbital gap (eV): 3.706

Löwdin atomic charge list, values in e, 99 entries:
1 C -0.079
2 C -0.061
3 C -0.027
4 C -0.284
5 O -0.211
6 P 0.795
7 O -0.219
8 C -0.295
9 C -0.006
10 C -0.065
11 C -0.088
12 C -0.061
13 C -0.030
14 O -0.206
15 C -0.283
16 C -0.007
17 C -0.073
18 C -0.094
19 C -0.063
20 C -0.066
21 Pd 0.505
22 P 0.819
23 O -0.225
24 C -0.284
25 C -0.012
26 C -0.066
27 C -0.086
28 C -0.057
29 C -0.032
30 O -0.250
31 C -0.285
32 C -0.027
33 C -0.073
34 C -0.084
35 C -0.044
36 C -0.027
37 O -0.224
38 C -0.286
39 C 0.009
40 C -0.053
41 C -0.087
42 C -0.072
43 C -0.032
44 C -0.130
45 C -0.222
46 C -0.019
47 C -0.061
48 C -0.057
49 C -0.056
50 C -0.037
51 C -0.219
52 C 0.001
53 C -0.028
54 C -0.070
55 H 0.105
56 H 0.111
57 H 0.107
58 H 0.125
59 H 0.112
60 H 0.099
61 H 0.114
62 H 0.121
63 H 0.121
64 H 0.112
65 H 0.104
66 H 0.117
67 H 0.096
68 H 0.123
69 H 0.112
70 H 0.105
71 H 0.111
72 H 0.082
73 H 0.112
74 H 0.111
75 H 0.105
76 H 0.123
77 H 0.097
78 H 0.132
79 H 0.114
80 H 0.102
81 H 0.114
82 H 0.092
83 H 0.103
84 H 0.109
85 H 0.111
86 H 0.111
87 H 0.117
88 H 0.105
89 H 0.103
90 H 0.065
91 H 0.093
92 H 0.112
93 H 0.113
94 C 0.015
95 C -0.499
96 O -0.072
97 N 0.082
98 C -0.880
99 S 0.499



Listing relative energy (zero: lowest compared OMol25 entry of this formula, charge and spin) for the structures above in their given order: 53.2; 32.2; 62.1; 0.0 kcal/mol.